1.
122
Properties=species:S:1:pos:R:3:mulliken_charge:R:1 method="wB97M-V/def2-TZVPD" charge=-2 relative_energy_kcal_mol=8.3 homo_energy_ev=-2.4 mol_weight_da=1256.2
Pb -1.17188 -0.54938 -0.79400 0.884
C 7.84476 0.00253 -0.41115 -1.564
C 6.37484 0.31186 -0.31647 1.399
C 5.42100 -0.65063 -0.62613 -1.055
C 4.06375 -0.37471 -0.52730 -0.290
C 3.66448 0.87714 -0.09002 -0.154
C 4.59463 1.86671 0.19466 -0.690
C 5.94354 1.57488 0.08569 -0.958
S 1.91902 1.29472 0.02696 1.421
O 1.85513 2.78351 0.01429 -0.688
C 1.68140 0.74530 1.74401 2.184
C 1.87345 -0.64207 1.95905 -0.979
C 1.69615 -1.17574 3.19208 -1.164
C 1.29761 -0.36529 4.27973 1.194
C 1.09531 -0.91794 5.56423 -1.004
C 0.69913 -0.13408 6.60792 -0.667
C 0.47511 1.24201 6.40327 -0.862
C 0.66118 1.79975 5.17091 -1.176
C 1.08892 1.01244 4.07333 1.347
C 1.28796 1.58041 2.76910 -1.355
C 1.14437 3.07417 2.69664 -0.266
C 2.30698 3.87042 2.94873 1.733
C 3.58405 3.28608 3.11790 -1.089
C 4.68604 4.06027 3.35326 -0.816
C 4.56555 5.46211 3.43284 -0.705
C 3.34218 6.05089 3.27443 -1.066
C 2.18637 5.27273 3.03109 0.855
C 0.90796 5.87585 2.88650 -1.353
C -0.19103 5.11059 2.66695 -0.751
C -0.06916 3.70285 2.56347 0.119
S -1.55800 2.70827 2.44317 1.565
O -2.33618 2.98118 3.69011 -0.890
C -2.35905 3.63965 1.14257 0.362
C -3.73783 3.75754 1.23821 -1.027
C -4.43904 4.36465 0.20962 -0.671
C -3.77796 4.86284 -0.90675 1.122
C -4.54993 5.50894 -2.02454 -1.679
C -2.39353 4.74192 -0.97327 -0.907
C -1.67571 4.12151 0.03724 -0.211
H 8.01483 -0.93272 -0.94308 0.351
H 8.28921 -0.09404 0.58209 0.298
H 8.38291 0.79504 -0.93398 0.365
H 5.73053 -1.63478 -0.95672 0.392
H 3.33361 -1.12592 -0.79215 0.219
H 4.24704 2.84945 0.48801 0.686
H 6.67536 2.34316 0.31195 0.362
H 2.14455 -1.27810 1.13293 -0.022
H 1.83719 -2.23839 3.34487 0.297
H 1.24089 -1.98345 5.69335 0.433
H 0.53562 -0.56847 7.58632 0.358
H 0.13224 1.85984 7.22361 0.409
H 0.44936 2.85057 5.02469 0.399
H 3.68232 2.20994 3.04604 0.582
H 5.65579 3.59363 3.47250 0.441
H 5.44195 6.06950 3.62249 0.390
H 3.23643 7.12819 3.33276 0.427
H 0.82530 6.95360 2.96500 0.344
H -1.17331 5.55512 2.57316 0.700
H -4.24837 3.34564 2.09629 0.459
H -5.51975 4.40659 0.25637 0.283
H -5.56294 5.11008 -2.07275 0.392
H -4.06875 5.33027 -2.98737 0.351
H -4.61950 6.59158 -1.88516 0.320
H -1.86557 5.10607 -1.84777 0.365
H -0.60545 3.98480 -0.05079 0.486
O -1.71665 -0.84098 3.13704 -0.545
H -2.42782 -0.27741 2.80950 0.243
H -1.54987 -1.45221 2.40033 0.369
N -0.53241 2.35087 -3.34153 -0.157
C -0.55281 1.83008 -2.29492 -0.421
H -0.61242 2.20818 -4.32965 0.214
Se -4.01403 0.68912 0.11686 -0.206
C -5.24228 1.58495 -0.91625 0.230
N -6.02752 2.17370 -1.53539 -0.774
C -2.08207 -1.65302 -6.00044 -1.847
C -0.71269 -1.33661 -5.41087 1.946
C 0.17994 -0.67727 -6.44922 -2.079
O -0.92847 -0.39719 -4.33816 -0.126
B -0.96624 -1.10653 -3.13948 -0.664
O -0.58068 -2.41678 -3.35294 0.904
C -0.06731 -2.55315 -4.67984 1.508
C 1.45440 -2.47346 -4.58345 -1.726
C -0.48668 -3.91505 -5.20766 -2.078
H -2.53309 -0.72733 -6.36160 0.496
H -2.73649 -2.06877 -5.23346 0.240
H -2.00987 -2.35446 -6.83429 0.312
H -0.36888 0.12120 -6.95280 0.482
H 0.49437 -1.39922 -7.20670 0.321
H 1.06910 -0.24928 -5.98898 0.343
H 1.76744 -1.50795 -4.18303 0.213
H 1.93049 -2.62822 -5.55434 0.343
H 1.80226 -3.24224 -3.89217 0.376
H -1.56440 -4.04793 -5.13724 0.349
H -0.00782 -4.68650 -4.60392 0.456
H -0.17501 -4.04705 -6.24749 0.317
C -3.04681 -4.90186 2.92130 -1.267
C -3.81877 -4.86408 1.60758 -1.242
C -2.97914 -4.75060 0.31217 2.833
C -1.79803 -5.74295 0.30820 -1.202
C -1.02998 -5.76593 -1.00939 -0.927
C -3.89417 -5.13888 -0.83774 -0.431
O -4.49675 -6.19960 -0.86720 -0.731
N -3.99221 -4.24699 -1.85564 0.190
C -3.28466 -3.03269 -1.99471 -0.225
O -3.40199 -2.44330 -3.05390 -0.715
N -2.55330 -2.60549 -0.94114 0.414
C -2.38974 -3.34441 0.16999 -0.378
O -1.69487 -2.92846 1.09927 -0.476
H -3.75233 -4.85759 3.75315 0.441
H -2.36194 -4.06266 3.00916 0.218
H -2.47683 -5.82719 3.02198 0.283
H -4.52373 -4.02755 1.62701 0.400
H -4.40807 -5.77776 1.50445 0.451
H -2.19724 -6.73496 0.53721 0.400
H -1.12836 -5.44540 1.11542 0.371
H -1.65676 -6.12495 -1.82978 0.260
H -0.16121 -6.42026 -0.93702 0.502
H -0.65516 -4.77543 -1.27640 -0.038
H -4.56764 -4.49946 -2.64538 0.273
S 2.61201 -4.32835 -1.07239 -0.500
C 1.64050 -2.99921 -0.94580 0.021
N 1.02168 -2.01463 -0.83924 -0.195

2.
113
Properties=species:S:1:pos:R:3:mulliken_charge:R:1 method="wB97M-V/def2-TZVPD" charge=-1 homo_energy_ev=-4.0 mol_weight_da=1079.2
Hf 4.67885 -13.82492 15.48329 0.074
C 6.96466 -11.98821 19.94013 -1.178
Si 6.66059 -13.37878 18.62193 -0.108
C 8.33264 -13.75007 17.90989 -0.693
C 6.02917 -14.77887 19.76905 -0.884
N 5.56009 -12.83208 17.25690 0.381
P 5.51695 -11.30433 16.53748 1.094
C 4.93609 -11.74756 14.96056 -0.872
P 3.58521 -11.73919 13.88955 1.740
N 3.18857 -13.31090 13.73570 -0.314
Si 2.69630 -14.40151 12.43802 0.396
C 3.49941 -13.98202 10.85275 -1.111
C 3.11292 -16.26430 12.73573 -0.883
C 0.80326 -14.36416 12.55422 -0.967
C 3.94438 -10.91575 12.34776 0.221
C 5.23985 -10.54954 11.93686 -0.345
C 5.31356 -9.93628 10.72032 -0.459
C 4.18094 -9.59614 9.97008 -0.674
C 2.89427 -9.67735 10.52876 -0.665
C 2.80087 -10.42152 11.69030 -0.464
C 2.13821 -10.96493 14.67169 0.634
C 1.07664 -11.80597 15.04764 -0.506
C -0.28519 -11.36091 15.06299 -1.240
C -0.51326 -10.02836 14.85068 -0.513
C 0.55281 -9.11257 14.70292 -0.669
C 1.87553 -9.54264 14.64082 -0.777
C 7.23078 -10.70232 16.37420 0.538
C 8.05942 -11.18048 15.35537 -0.797
C 9.42818 -10.97657 15.36811 -0.931
C 9.97320 -10.21307 16.41842 -0.526
C 9.15789 -9.45957 17.24283 -0.909
C 7.80238 -9.78951 17.30353 -0.383
C 4.45438 -10.19923 17.44395 0.731
C 3.39451 -10.68310 18.23849 -0.508
C 2.70096 -9.77319 19.03454 -0.477
C 3.04038 -8.39687 19.14101 -0.606
C 4.05612 -7.88422 18.31897 -0.835
C 4.73546 -8.81863 17.45469 -0.610
H 7.66439 -12.51701 20.63498 0.396
H 6.07759 -11.71508 20.56188 0.269
H 7.42924 -11.08650 19.58844 0.345
H 8.92226 -14.35554 18.63845 0.435
H 8.96207 -12.86712 17.67878 0.196
H 8.26423 -14.38453 16.94887 0.106
H 6.54048 -14.71282 20.69483 0.606
H 6.23897 -15.76048 19.36210 0.278
H 4.95174 -14.71931 20.05311 -0.008
H 4.39854 -13.33997 10.91929 0.266
H 2.80286 -13.44631 10.13794 0.287
H 3.86734 -14.95030 10.45832 0.447
H 4.19949 -16.65717 12.57281 0.281
H 2.51799 -16.91499 12.10512 0.486
H 2.99154 -16.58040 13.76644 -0.136
H 0.44930 -13.34590 12.73918 0.235
H 0.41857 -15.01534 13.35040 0.048
H 0.32981 -14.70074 11.63700 0.520
H 6.10860 -10.73161 12.57278 0.332
H 6.23637 -9.65063 10.26879 0.432
H 4.29866 -9.30045 8.94421 0.384
H 2.01564 -9.29815 10.04390 0.428
H 1.79718 -10.57310 12.13800 0.246
H 1.22750 -12.82455 15.34271 1.173
H -1.09772 -12.03023 15.23406 0.561
H -1.53021 -9.63148 14.68669 0.304
H 0.43203 -8.02075 14.70337 0.357
H 2.69270 -8.89190 14.54081 0.615
H 7.67303 -11.81439 14.57647 0.461
H 10.04197 -11.45818 14.61950 0.437
H 11.02645 -10.16054 16.59706 0.391
H 9.56454 -8.59733 17.81440 0.350
H 7.18984 -9.35860 18.09128 0.536
H 3.04186 -11.74073 18.20641 0.458
H 1.82352 -10.16815 19.61049 0.381
H 2.57490 -7.77154 19.92206 0.357
H 4.27969 -6.82034 18.27042 0.420
H 5.45557 -8.46865 16.76296 0.758
C 6.33324 -14.75500 14.65535 -0.631
Ge 2.91727 -16.03384 16.77154 0.625
C 2.08562 -15.42075 18.50728 0.137
C 2.60562 -15.63649 19.76433 -0.070
C 2.12106 -14.99241 20.86890 -0.624
C 1.01534 -14.13085 20.73426 -0.507
C 0.41146 -13.93824 19.48526 -1.455
C 1.06271 -14.47885 18.33796 0.423
C 4.08029 -17.57039 17.30068 0.008
C 5.43400 -17.61948 17.13525 -0.652
C 6.16594 -18.65513 17.70074 -0.777
C 5.56045 -19.57827 18.50046 -0.497
C 4.15896 -19.58908 18.67878 -0.773
C 3.43707 -18.60893 18.02636 -0.223
C 1.40503 -16.90799 15.88189 0.515
C 0.10912 -16.39786 15.93309 -0.120
C -0.95434 -17.21138 15.59605 -0.477
C -0.85473 -18.60748 15.45242 -0.508
C 0.41375 -19.16232 15.49663 -0.780
C 1.55826 -18.26448 15.57970 -0.305
H 3.45270 -16.35174 19.87525 0.421
H 2.38086 -15.23692 21.89257 0.366
H 0.72435 -13.52137 21.58342 0.360
H -0.31928 -13.18439 19.40918 0.459
H 0.64983 -14.29882 17.32865 -0.223
H 5.93852 -16.81639 16.61827 0.454
H 7.21143 -18.69900 17.49533 0.447
H 6.14596 -20.42715 18.86749 0.308
H 3.64110 -20.34603 19.24104 0.442
H 2.36702 -18.58275 18.15309 0.462
H -0.06033 -15.31492 16.18573 -0.107
H -1.92194 -16.70752 15.31989 0.263
H -1.78174 -19.21098 15.39876 0.323
H 0.59121 -20.22981 15.51116 0.404
H 2.53678 -18.68147 15.40843 0.635
O 8.19388 -15.15780 13.02080 -0.751
C 7.22729 -15.14353 13.80786 1.090